The following is a DFT calculation (ωB97M-V/def2-TZVPD) of a structure of composition C37H31BrCdN7O4S2.

Last column: Löwdin charge in e.
Geometry (Å):
Cd1 0.87254 -1.03957 -0.29635  1.38
O1 3.44604 -4.44676 -0.22202  0.00
C1 2.86599 -3.36411 -0.10308  -0.53
N1 2.02712 -2.74320 -0.93034  -0.05
C2 1.75682 -3.13680 -2.25107  -0.25
C3 2.58543 -3.99872 -2.97423  -0.03
C4 2.34375 -4.26426 -4.31499  -0.12
C5 1.26766 -3.67115 -4.95513  -0.12
C6 0.42432 -2.82120 -4.25087  -0.04
C7 0.63614 -2.54579 -2.90082  -0.24
N2 -0.16877 -1.62936 -2.16644  0.00
C8 -1.47802 -1.52968 -2.39384  -0.53
O2 -2.20797 -2.13357 -3.18890  0.01
C9 -2.21609 -0.55515 -1.48975  -0.20
C10 -3.16746 -1.06582 -0.60077  -0.01
C11 -3.87948 -0.19391 0.19543  -0.07
C12 -3.64829 1.17495 0.07048  -0.11
C13 -2.68959 1.58612 -0.83578  -0.17
N3 -1.96844 0.74945 -1.58970  0.13
C14 3.12423 -2.58821 1.19199  -0.22
C15 3.44779 -3.27863 2.35210  -0.01
C16 3.74972 -2.55765 3.49133  -0.07
C17 3.75607 -1.16827 3.43068  -0.08
C18 3.42336 -0.56495 2.23231  -0.16
N4 3.09374 -1.25303 1.13937  0.06
H1 3.41549 -4.46032 -2.46010  0.09
H2 3.00061 -4.93798 -4.85394  0.09
H3 1.07080 -3.87252 -6.00173  0.09
H4 -0.42147 -2.36763 -4.74249  0.10
H5 -3.31726 -2.13591 -0.55419  0.12
H6 -4.61451 -0.56786 0.89915  0.11
H7 -4.20121 1.90017 0.65426  0.11
H8 -2.47962 2.64649 -0.96685  0.11
H9 3.45198 -4.35970 2.32745  0.12
H10 3.97948 -3.06634 4.41975  0.10
H11 4.00456 -0.56763 4.29617  0.10
H12 3.39573 0.51590 2.14180  0.11
O3 -2.45616 3.00521 2.38908  0.04
C19 -1.44577 2.63384 3.24564  -0.26
C20 -1.38813 3.29226 4.46744  -0.03
C21 -0.39408 2.96678 5.37718  -0.10
C22 0.53708 1.97712 5.07454  -0.09
C23 0.46836 1.33173 3.84819  -0.04
C24 -0.51111 1.65546 2.91929  -0.11
C25 -0.54158 0.94226 1.57237  -0.49
O4 0.02750 -0.26343 1.58116  -0.30
N5 0.09068 1.90256 0.59113  0.02
N6 0.73457 1.39656 -0.45778  -0.06
C26 0.91157 2.11576 -1.49762  -0.22
C27 1.65662 1.67663 -2.67689  -0.65
Br1 2.96849 0.34188 -2.40376  0.79
C28 1.51904 2.17710 -3.90345  -0.12
C29 0.47744 3.13414 -4.32525  -0.22
C30 -0.84022 3.03134 -3.87825  -0.04
C31 -1.79673 3.94426 -4.29987  -0.08
C32 -1.45925 4.96436 -5.17861  -0.10
C33 -0.15504 5.05887 -5.64992  -0.10
C34 0.80075 4.14650 -5.23209  -0.05
H13 -2.50083 2.37161 1.66082  0.03
H14 -2.13042 4.05085 4.68657  0.11
H15 -0.35190 3.48463 6.32835  0.10
H16 1.30590 1.70999 5.79066  0.09
H17 1.15725 0.53627 3.58327  0.10
H18 -1.61397 0.88497 1.26175  0.09
H19 -0.40305 2.77435 0.43562  0.12
H20 0.49270 3.12166 -1.54379  0.13
H21 2.21601 1.85589 -4.66808  0.10
H22 -1.11707 2.20542 -3.22994  0.09
H23 -2.81795 3.84509 -3.95073  0.10
H24 -2.20998 5.67112 -5.50858  0.09
H25 0.11710 5.84237 -6.34686  0.10
H26 1.81811 4.21955 -5.60156  0.11
S1 -0.46444 -3.78580 1.25871  0.61
C35 -1.05033 -3.15230 2.65453  -1.19
N7 -1.93408 -2.14367 2.77735  -0.06
C36 -1.96808 -1.49883 4.08225  -0.24
C37 -1.75976 -2.62599 5.08115  -0.44
S2 -0.56525 -3.71366 4.25035  0.90
H27 -2.00394 -1.55732 1.95478  0.09
H28 -2.92226 -0.99410 4.23074  0.12
H29 -1.15826 -0.77281 4.16135  0.10
H30 -2.67820 -3.17985 5.27085  0.07
H31 -1.34252 -2.26804 6.01898  0.07

LUMO energy	2.19	eV
net charge	-1
2S+1	1
HOMO-LUMO gap	6.49	eV



The following is a DFT calculation (ωB97M-V/def2-TZVPD) of a structure of composition C37H31BrCrF4N12OP.

Last column: Mulliken spin population.
Geometry (Å):
Cr1 -0.81403 -1.63429 -0.68258  3.40
C1 -0.18806 -2.89250 3.37338  0.07
C2 1.13600 -3.46239 3.30941  0.23
C3 1.75642 -3.56435 2.09082  -0.12
C4 1.13828 -3.07956 0.92748  0.34
N1 -0.08573 -2.38628 1.03671  0.06
C5 -0.72419 -2.38780 2.22745  0.05
C6 1.54917 -3.30261 -0.43038  -0.03
C7 2.69470 -4.02332 -0.82304  0.14
C8 2.94397 -4.26994 -2.16467  -0.07
C9 2.05556 -3.82964 -3.14384  0.15
C10 0.91637 -3.11187 -2.75857  -0.05
C11 0.66352 -2.81485 -1.43299  -0.15
H1 -0.75605 -2.87251 4.29361  0.01
H2 1.61580 -3.84256 4.20385  0.03
H3 2.72692 -4.04146 2.01513  0.01
H4 -1.72386 -1.95654 2.23397  0.01
H5 3.37758 -4.40737 -0.07319  0.01
H6 3.82689 -4.83212 -2.45016  0.00
H7 2.23570 -4.05264 -4.18880  0.01
H8 0.21499 -2.79290 -3.52811  0.00
N2 -3.28724 -2.62036 -2.83714  0.01
C12 -2.89797 -1.30340 -2.88424  0.04
N3 -3.50264 -0.37383 -3.59322  0.00
N4 -2.80236 0.75362 -3.32901  0.01
N5 -1.84294 0.51017 -2.51163  0.00
N6 -1.85181 -0.81931 -2.21035  -0.14
C13 -3.05382 -3.39109 -1.71276  0.02
N7 -3.69548 -4.50459 -1.45342  0.00
N8 -3.15799 -4.93135 -0.28182  0.01
N9 -2.25185 -4.12360 0.13044  0.02
N10 -2.14964 -3.09956 -0.77125  -0.01
H9 -4.10697 -2.86042 -3.36809  0.00
F1 -6.36300 2.57148 3.85350  0.00
C14 -5.31739 2.32857 3.07880  0.00
C15 -4.37999 3.30616 2.86234  0.00
F2 -4.55264 4.51199 3.39873  0.00
C16 -3.27392 3.03328 2.08127  0.00
F3 -2.42394 4.04394 1.90773  0.00
C17 -3.05331 1.80257 1.48063  0.02
P1 -1.41687 1.27791 0.75551  0.08
C18 -0.31137 1.76185 2.15877  -0.01
C19 0.25242 3.02460 2.35635  0.00
C20 1.07939 3.26680 3.44533  0.00
C21 1.35870 2.25605 4.35726  0.00
C22 0.79551 1.00254 4.17777  0.00
C23 -0.03121 0.76326 3.08874  0.02
C24 -1.09594 2.61564 -0.45925  0.00
C25 0.21597 2.94345 -0.79826  0.00
C26 0.47756 3.89105 -1.77821  0.00
C27 -0.57038 4.51814 -2.43920  0.00
C28 -1.87912 4.18530 -2.11755  0.00
C29 -2.13818 3.23766 -1.14027  0.00
C30 -4.06186 0.85241 1.66395  0.00
Br1 -4.03777 -0.80211 0.75985  0.01
C31 -5.16827 1.10811 2.45890  0.00
F4 -6.11964 0.19465 2.64147  0.00
H10 0.05954 3.82290 1.65364  0.00
H11 1.50225 4.25618 3.58194  0.00
H12 2.01580 2.44534 5.19705  0.00
H13 1.00337 0.20115 4.87561  0.01
H14 -0.44010 -0.22863 2.95367  -0.03
H15 1.04066 2.46012 -0.28547  0.00
H16 1.50325 4.13991 -2.02531  0.00
H17 -0.36856 5.26188 -3.20044  0.00
H18 -2.70289 4.65693 -2.64001  0.00
H19 -3.16442 2.96505 -0.91836  0.00
C32 1.41297 -0.02792 -3.39152  0.02
N11 2.33299 0.03413 -2.26853  0.00
C33 3.75166 0.15467 -2.56943  0.00
C34 4.31095 1.33490 -1.79219  0.00
C35 4.16727 0.98589 -0.32696  0.00
N12 2.85109 0.43859 -0.04447  0.02
C36 2.57331 0.19375 1.36551  0.00
C37 1.92372 0.08082 -0.98523  -0.04
O1 0.77714 -0.19466 -0.58467  -0.15
H20 1.49818 0.88363 -3.99179  0.00
H21 0.39886 -0.09814 -3.03093  0.00
H22 1.64068 -0.89611 -4.01184  0.01
H23 3.85715 0.28400 -3.64419  0.00
H24 4.27052 -0.76763 -2.28714  0.00
H25 3.71452 2.21936 -2.03620  0.00
H26 5.35437 1.53793 -2.03701  0.00
H27 4.32551 1.86179 0.30978  0.00
H28 4.92640 0.24373 -0.05318  0.00
H29 2.43789 1.13434 1.90977  0.00
H30 3.40916 -0.35474 1.80789  0.00
H31 1.67279 -0.40323 1.46288  0.03

LUMO energy (alpha / beta)	2.11 / 2.11	eV
net charge	-1
2S+1	5
HOMO-LUMO gap (alpha / beta)	4.01 / 7.21	eV



The following is a DFT calculation (ωB97M-V/def2-TZVPD) of a structure of composition C37H31Cl2O4PtS.

Last column: Löwdin charge in e.
Geometry (Å):
Pt1 -0.25908 -0.27471 -0.30689  0.84
C1 3.29724 4.80175 -2.90243  0.02
C2 2.12837 3.92413 -3.30553  -0.59
C3 1.58941 4.26638 -4.68093  0.01
O1 2.51126 2.55679 -3.30027  -0.03
C4 1.95359 1.96575 -2.11318  -0.16
C5 0.65244 2.73884 -1.98873  -0.14
O2 1.10873 4.06044 -2.32576  -0.03
C6 -0.13232 2.72168 -0.66139  -0.40
O3 -0.88763 1.54666 -0.63042  -0.37
C7 -1.17415 3.86699 -0.71539  -0.11
C8 -2.50459 3.55581 -0.97460  -0.01
C9 -3.47315 4.55396 -1.01734  -0.09
C10 -3.12524 5.87766 -0.79893  -0.11
C11 -1.79706 6.19608 -0.53934  -0.09
C12 -0.83337 5.20071 -0.49652  -0.02
C13 0.69298 2.92682 0.61881  -0.13
C14 1.84657 3.70369 0.68576  -0.04
C15 2.51673 3.88444 1.89004  -0.08
C16 2.03264 3.30590 3.05408  -0.10
C17 0.86337 2.55769 3.00257  -0.09
C18 0.20087 2.37582 1.79751  -0.05
C19 1.95955 0.43328 -2.15794  -0.41
O4 1.61761 0.02160 -0.86132  -0.35
C20 1.09055 -0.24063 -3.22895  -0.14
C21 0.74442 -1.57614 -3.02882  -0.05
C22 -0.02664 -2.26102 -3.95199  -0.08
C23 -0.45840 -1.62532 -5.11155  -0.10
C24 -0.08806 -0.30998 -5.34018  -0.08
C25 0.68789 0.37434 -4.40832  -0.03
C26 3.41736 -0.01368 -2.40391  -0.12
C27 4.00418 0.02316 -3.66734  -0.02
C28 5.31287 -0.39490 -3.85185  -0.09
C29 6.05981 -0.86212 -2.77546  -0.11
C30 5.48277 -0.90129 -1.51592  -0.09
C31 4.16881 -0.48081 -1.33225  -0.01
H1 4.07674 4.76044 -3.66444  0.09
H2 3.71299 4.44619 -1.95912  0.08
H3 2.96521 5.83396 -2.77832  0.09
H4 2.33290 4.02892 -5.44360  0.09
H5 1.34169 5.32749 -4.73319  0.09
H6 0.68525 3.68799 -4.87405  0.08
H7 2.58330 2.20540 -1.25304  0.16
H8 -0.06398 2.39189 -2.73914  0.16
H9 -2.76673 2.51954 -1.13490  0.12
H10 -4.50481 4.28965 -1.21737  0.09
H11 -3.87936 6.65523 -0.82222  0.09
H12 -1.50968 7.22630 -0.36468  0.09
H13 0.19412 5.46673 -0.29043  0.11
H14 2.22059 4.18743 -0.20556  0.10
H15 3.42274 4.47877 1.91439  0.10
H16 2.55695 3.44158 3.99234  0.09
H17 0.46634 2.10615 3.90399  0.09
H18 -0.70953 1.79364 1.75180  0.10
H19 1.08602 -2.07407 -2.13073  0.11
H20 -0.30162 -3.29095 -3.75972  0.10
H21 -1.07595 -2.15317 -5.82825  0.09
H22 -0.40673 0.19535 -6.24459  0.09
H23 0.99236 1.38996 -4.61456  0.09
H24 3.43251 0.38215 -4.51318  0.11
H25 5.75112 -0.36085 -4.84240  0.09
H26 7.07892 -1.19907 -2.92285  0.09
H27 6.05242 -1.26534 -0.66901  0.09
H28 3.70519 -0.51253 -0.35609  0.11
Cl1 0.14568 -0.98809 2.58497  0.70
C32 -1.09351 -2.18186 2.76359  -0.66
C33 -1.21234 -2.75032 4.02416  -0.14
C34 -2.16981 -3.71770 4.26064  -0.10
C35 -2.99917 -4.11394 3.22529  -0.14
C36 -2.86294 -3.53592 1.97530  -0.69
Cl2 -3.94774 -4.11354 0.73555  0.62
C37 -1.91410 -2.53904 1.67973  -0.69
S1 -1.82186 -1.91136 0.02844  0.49
H29 -0.54536 -2.42155 4.80938  0.09
H30 -2.26761 -4.16333 5.24212  0.10
H31 -3.75811 -4.87012 3.37334  0.09

LUMO energy (alpha / beta)	2.59 / 2.59	eV
net charge	-1
2S+1	1
HOMO-LUMO gap (alpha / beta)	7.30 / 7.30	eV



For the records above, the corresponding maximum force values read 0.0130; 0.0267; 0.0222 hartree/bohr.
For the records above, the corresponding ΔE to the lowest compared entry with this formula, charge and spin values read 6.8; 3.0; 2.6 kcal per mole.